(1)
{
  "formula": "C3H12P2Si",
  "method": "the ωB97M-V functional and the def2-TZVPD basis",
  "elements": ["C", "H", "C", "C", "H", "H", "H", "H", "H", "P", "H", "H", "H", "P", "H", "H", "Si", "H"],
  "xyz": [[-0.32, 2.03, 0.04], [1.32, -0.86, -1.73], [-2.26, -0.65, 0.13], [0.29, -0.94, -1.73], [-2.67, 0.04, 0.86], [0.69, 2.35, -0.11], [-0.98, 2.45, -0.91], [3.51, -0.54, 1.95], [0.08, -0.33, -2.67], [2.61, -0.13, 0.89], [0.70, -2.01, 1.37], [0.16, -1.97, -1.98], [-2.69, -1.59, 0.35], [0.74, -0.68, 1.84], [2.49, 1.00, 1.62], [-0.68, 2.34, 0.97], [-0.44, -0.15, -0.06], [-2.53, -0.35, -0.82]],
  "lowdin_charge": [-0.19, -0.06, -0.23, -0.23, 0.03, -0.04, 0.07, -0.14, 0.05, 0.41, -0.17, 0.01, 0.01, 0.35, -0.21, -0.04, 0.40, -0.02],
  "relative_energy_kcal_mol": 17.8,
  "e_homo_ev": -8.7,
  "orbital_gap_ha": 0.3538,
  "e_lumo_ha": 0.0349,
  "smiles": "C[Si](C)(C)[PH]#[PH2]"
}

***

(2)
{
  "formula": "C20H18N4O4S",
  "method": "the ωB97M-V functional and the def2-TZVPD basis",
  "elements": ["H", "C", "H", "C", "H", "H", "O", "C", "C", "H", "H", "C", "C", "O", "H", "C", "H", "H", "C", "C", "H", "N", "C", "C", "C", "C", "C", "O", "H", "C", "C", "H", "C", "H", "C", "H", "O", "N", "C", "H", "H", "N", "C", "H", "S", "H", "N"],
  "xyz": [[-1.23, 0.12, -6.04], [-4.60, -3.13, 0.43], [1.68, 2.62, 1.08], [-4.03, -2.62, 1.58], [1.05, 0.49, -5.12], [1.02, -0.25, 1.23], [-1.39, 0.44, 1.26], [-1.79, -0.66, -2.75], [-2.90, -0.95, 0.28], [-5.27, -3.97, 0.48], [3.76, -0.69, 3.80], [-3.19, -1.53, 1.51], [2.93, 0.34, 0.63], [3.64, 0.57, -0.33], [1.51, 3.44, 2.63], [1.09, -0.23, -0.79], [2.40, -1.28, 2.84], [4.06, -1.51, 2.26], [2.18, 2.82, 2.03], [-4.29, -2.57, -0.80], [-2.76, -1.09, 2.39], [-2.13, 0.27, 0.31], [-0.51, -0.47, -2.24], [-3.43, -1.48, -0.91], [0.25, 0.17, -4.48], [-2.02, -0.44, -4.11], [0.50, -0.04, -3.12], [-3.32, -0.67, -4.37], [4.04, 3.72, 2.68], [-1.02, -0.03, -5.00], [3.39, -0.82, 2.78], [4.35, 0.95, 2.05], [2.40, 1.51, 2.79], [-4.71, -2.97, -1.71], [3.34, 0.53, 2.07], [1.43, 1.04, 2.96], [-2.32, 1.09, -0.56], [-0.13, -0.60, -0.94], [-3.07, -1.03, -2.25], [3.25, 4.56, 1.35], [4.09, 3.05, 1.04], [1.66, -0.14, 0.45], [3.47, 3.58, 1.76], [-4.25, -3.06, 2.54], [1.97, 0.24, -2.22], [2.84, 1.73, 3.77], [-3.94, -1.04, -3.23]],
  "lowdin_charge": [0.12, -0.06, 0.11, -0.06, 0.11, 0.14, 0.04, -0.04, -0.10, 0.11, 0.08, 0.01, -0.47, 0.01, 0.11, -0.53, 0.08, 0.09, -0.25, 0.00, 0.12, -0.37, -0.25, -0.07, -0.07, -0.19, -0.43, 0.04, 0.08, 0.01, -0.05, 0.14, -0.18, 0.12, -0.30, 0.11, 0.12, 0.12, -0.17, 0.07, 0.07, 0.14, -0.10, 0.11, 1.17, 0.12, 0.14],
  "relative_energy_kcal_mol": 94.8,
  "e_homo_ev": -8.3,
  "orbital_gap_ha": 0.2862,
  "e_lumo_ha": -0.0199,
  "smiles": "CCC[C@@H](C)C(=O)Nc1nc2c(ccc3onc(-c4ccccc4[N+](=O)[O-])c32)s1"
}

***

(3)
{
  "formula": "C22H26CuN4O2S3",
  "method": "the ωB97M-V functional and the def2-TZVPD basis",
  "elements": ["C", "C", "N", "C", "H", "O", "H", "C", "H", "C", "C", "H", "H", "C", "H", "S", "C", "H", "C", "C", "H", "C", "H", "H", "H", "H", "S", "H", "C", "C", "H", "H", "H", "C", "H", "H", "Cu", "S", "C", "C", "H", "C", "H", "C", "C", "C", "H", "H", "N", "H", "N", "H", "C", "O", "H", "C", "H", "N"],
  "xyz": [[2.00, 2.97, 0.44], [3.07, -3.71, -1.10], [2.41, -1.03, 1.41], [-3.05, -1.87, 1.77], [-2.57, -0.91, 1.75], [-0.94, 6.26, -1.20], [-4.16, 0.60, -2.20], [0.95, -3.98, 0.06], [2.05, -5.55, -1.03], [-3.25, -1.24, -1.63], [3.41, -2.07, 1.48], [-4.37, 0.45, 2.60], [5.73, -0.27, -0.35], [1.23, 1.92, -0.16], [-1.58, -3.30, 1.10], [-3.21, 1.17, -0.09], [4.32, -1.93, 0.23], [3.84, -4.06, -1.78], [0.20, 6.03, -0.95], [-0.12, 3.59, -1.31], [0.02, -4.55, 0.07], [0.18, 2.28, -1.07], [-0.37, 1.49, -1.55], [5.15, -2.62, 0.15], [2.26, 5.05, 0.69], [2.88, -1.60, -1.51], [-1.82, -2.02, -0.83], [3.69, -2.52, 2.43], [4.74, -0.53, 0.00], [-2.46, -2.79, 0.70], [2.80, 2.77, 1.15], [-5.55, 0.70, -0.23], [-3.17, -3.55, 0.37], [2.19, -2.18, 0.58], [-4.12, -1.63, -1.11], [2.01, 6.69, -0.74], [-0.01, -0.76, -0.09], [-4.83, -1.63, 1.50], [-5.04, 0.14, 1.80], [-3.27, 0.28, -1.66], [-3.25, -1.62, -2.65], [3.07, -2.28, -0.67], [-6.06, 0.24, 2.18], [2.09, -4.52, -0.70], [-4.90, 1.04, 0.57], [1.70, 4.28, 0.18], [-2.42, 0.65, -2.25], [4.23, 1.38, 0.02], [0.95, -2.85, 0.66], [-2.90, -2.32, 2.75], [3.91, 0.43, 0.18], [-5.19, 2.06, 0.83], [2.58, 0.29, 0.91], [1.11, 7.01, -0.87], [-0.94, 3.87, -1.95], [0.64, 4.61, -0.69], [2.70, 0.97, 1.74], [1.45, 0.63, 0.06]],
  "lowdin_charge": [0.01, 0.00, 0.08, -0.52, 0.03, 0.18, 0.09, -0.08, 0.13, -0.47, 0.00, 0.08, 0.17, -0.24, 0.05, 0.85, -0.10, 0.14, -0.47, 0.04, 0.12, 0.02, 0.09, 0.16, 0.14, 0.16, 0.90, 0.17, 0.08, -0.49, 0.11, 0.08, 0.08, -0.39, 0.05, 0.11, 0.29, 0.90, -0.53, -0.53, 0.09, -0.13, 0.08, 0.00, -0.50, 0.02, 0.06, 0.17, 0.11, 0.08, 0.20, 0.08, -0.26, 0.16, 0.14, -0.05, 0.16, 0.09],
  "total_charge": 2,
  "e_homo_ev": [-13.1, -13.1],
  "orbital_gap_ha": [0.2189, 0.1639],
  "e_lumo_ha": [-0.2622, -0.3172],
  "multiplicity": 2
}

***

(4)
{
  "formula": "C39H39AsN3SSe2Sn",
  "method": "the ωB97M-V functional and the def2-TZVPD basis",
  "elements": ["H", "C", "H", "H", "Se", "H", "C", "H", "C", "H", "H", "C", "C", "C", "C", "C", "C", "C", "C", "C", "C", "C", "C", "C", "C", "H", "S", "H", "H", "H", "C", "H", "H", "H", "H", "N", "C", "Sn", "H", "C", "H", "Se", "C", "H", "C", "C", "H", "C", "H", "H", "C", "C", "H", "C", "C", "H", "H", "H", "H", "H", "H", "C", "H", "C", "C", "H", "C", "H", "C", "N", "C", "As", "C", "H", "C", "H", "H", "H", "C", "H", "C", "H", "H", "H", "N", "C"],
  "xyz": [[-0.07, 1.38, -6.17], [5.08, -1.87, 0.55], [-4.77, -3.42, 1.65], [-2.17, -1.06, 4.31], [-2.51, 1.55, -0.82], [3.11, 2.77, -2.02], [5.06, -4.26, 0.52], [-0.04, -0.40, -6.13], [-0.56, 0.49, -5.78], [-0.02, -8.01, 0.44], [-4.91, 2.31, -0.60], [-3.52, -3.00, -0.04], [-0.10, 1.55, 3.86], [3.67, -4.24, 0.50], [-0.92, 0.65, 4.52], [-1.38, 2.17, -3.45], [-1.27, -0.47, 2.44], [2.65, 4.00, 0.35], [0.18, 1.34, 2.50], [-1.52, -0.36, 3.81], [0.68, -3.12, 2.40], [0.06, -3.01, 5.12], [-2.70, 1.99, -2.74], [1.77, 3.27, 2.44], [-3.98, 2.67, -0.18], [-1.65, -4.20, 4.61], [2.93, -0.24, 0.65], [-1.60, 0.46, -6.08], [5.61, -0.93, 0.57], [1.02, -3.97, -2.19], [-0.77, -3.69, 4.24], [-1.16, -4.21, 2.20], [-3.48, -1.99, 3.16], [-4.09, -3.60, -0.73], [0.38, -5.87, 1.59], [-0.39, 0.33, 1.84], [-1.95, -2.37, -1.89], [0.60, -0.20, -0.31], [0.63, -6.13, -3.34], [0.69, -4.78, -0.23], [3.26, 4.65, -0.24], [-0.42, 0.48, -3.84], [3.69, -1.85, 0.54], [-0.18, -2.97, 6.17], [1.52, -2.46, 3.29], [1.07, 2.27, 1.78], [-3.30, 1.21, -3.20], [-3.91, -2.89, 1.28], [-2.19, -1.42, -2.37], [5.58, -5.21, 0.51], [1.20, -2.38, 4.64], [0.77, -4.87, -1.62], [3.11, 4.94, 2.23], [0.41, -5.92, 0.51], [0.56, -6.07, -2.26], [1.58, 3.59, -2.26], [-2.44, -3.18, -2.43], [-1.11, 0.77, 5.58], [0.10, -8.15, -2.02], [0.30, 2.38, 4.39], [1.72, 3.38, 3.52], [2.56, 4.15, 1.72], [-0.70, 2.78, -2.85], [1.94, 2.96, -0.25], [2.97, -3.04, 0.52], [-4.00, 2.58, 0.91], [5.76, -3.07, 0.54], [6.84, -3.07, 0.56], [-3.17, -2.09, 2.13], [-1.68, -1.56, 0.35], [-2.39, -2.32, -0.47], [1.04, -3.01, 0.50], [-0.48, -3.72, 2.89], [-1.52, 2.64, -4.42], [2.06, 2.77, -1.73], [-3.79, 3.70, -0.46], [2.42, -1.99, 2.93], [3.12, -5.18, 0.48], [0.20, -7.13, -0.14], [-3.26, 2.93, -2.76], [-2.05, -1.42, 1.63], [1.62, 1.83, -2.04], [-0.87, -2.49, -1.94], [1.85, -1.85, 5.32], [1.18, 2.13, 0.45], [0.27, -7.20, -1.52]],
  "lowdin_charge": [0.02, -0.12, 0.12, 0.11, 0.87, 0.10, -0.08, 0.02, -0.40, 0.11, 0.03, 0.01, 0.02, -0.09, -0.01, -0.54, -0.20, 0.00, -0.20, 0.00, -0.36, -0.09, -0.54, 0.01, -0.40, 0.11, 0.55, 0.02, 0.10, 0.10, -0.08, 0.10, 0.11, 0.12, 0.10, 0.06, -0.05, 0.86, 0.11, -0.38, 0.13, 0.85, -0.67, 0.11, -0.09, -0.24, 0.06, -0.03, 0.04, 0.11, -0.07, -0.13, 0.12, -0.10, -0.07, 0.09, 0.09, 0.12, 0.11, 0.11, 0.11, -0.02, 0.03, -0.33, -0.41, 0.01, -0.07, 0.11, -0.01, 0.01, -0.34, 1.27, -0.14, 0.07, -0.03, 0.02, 0.08, 0.10, -0.07, 0.07, -0.25, 0.00, 0.04, 0.11, 0.00, -0.07],
  "total_charge": 1,
  "e_homo_ev": -9.7,
  "orbital_gap_ha": 0.2472,
  "e_lumo_ha": -0.1093
}